A 2-piece molecular cluster, C9H15N2O2 overall, computed with ωB97M-V/def2-TZVPD.

Atoms and positions in Å:
C 0.422 -1.334 0.953
C -0.291 0.231 -0.898
C -1.496 -0.926 2.321
C -0.631 -1.791 1.731
C -0.810 -3.288 1.803
C 0.385 1.770 -2.600
C 1.650 1.681 -0.428
C -0.704 2.576 -0.464
C 0.269 1.559 -1.080
N 1.540 -1.649 0.440
N -1.002 -0.686 -1.071
O -1.685 -1.642 -1.146
O 2.118 -1.359 -0.603
H -2.329 -1.291 2.899
H -1.412 0.141 2.199
H 0.040 -3.747 2.309
H -0.889 -3.719 0.805
H -1.715 -3.525 2.356
H 1.069 1.049 -3.040
H -0.584 1.679 -3.085
H 0.770 2.770 -2.784
H 2.333 0.943 -0.841
H 1.584 1.550 0.650
H 2.053 2.670 -0.627
H -1.665 2.555 -0.971
H -0.286 3.574 -0.568
H -0.862 2.383 0.594
H 2.125 -2.175 1.144

Properties
- Energy above the lowest of the compared OMol25 structures with the same formula, charge and spin: 858.6 kJ/mol
- Charge: +1
- E_HOMO: -13.6 eV
- Gap between HOMO and LUMO: 6.82 eV

***

A 2-piece molecular cluster, C9H15N3O2 overall, computed with ωB97M-V/def2-TZVPD.

Atoms and positions in Å:
C 1.407 2.286 0.806
C -0.180 3.034 2.004
C 0.245 1.603 0.395
C -1.758 -0.947 0.762
C -1.054 0.978 -1.612
C 1.304 0.149 -1.249
C 0.604 -1.408 1.659
C 0.035 0.632 -0.596
C -0.401 -1.514 0.557
N 1.097 3.186 1.735
N -0.786 2.167 1.135
N -0.220 -2.783 -0.205
O -2.736 -1.358 -0.123
O -2.055 -0.083 1.595
H 2.386 2.293 0.319
H -0.669 3.780 2.688
H -1.191 0.287 -2.387
H -0.767 2.010 -1.867
H -1.941 0.851 -1.132
H 1.483 0.894 -1.940
H 2.100 -0.062 -0.567
H 1.334 -0.739 -1.942
H 0.428 -2.267 2.251
H 1.655 -1.406 1.468
H 0.345 -0.517 2.179
H -1.641 1.513 1.362
H -0.769 -2.606 -0.997
H 0.758 -2.754 -0.491
H -2.583 -2.188 -0.549

Properties
- Energy above the lowest of the compared OMol25 structures with the same formula, charge and spin: 170.5 kJ/mol
- Charge: 0
- E_HOMO (spin up / spin down): -7.4 / -7.4 eV
- Gap between HOMO and LUMO (spin up / spin down): 7.09 / 7.10 eV

***

| no. | molecular weight (g/mol) |
| --- | --- |
| 1 | 183.2 |
| 2 | 197.2 |